The following is a DFT calculation (wB97M-V/def2-TZVPD) of a molecular structure, C36H77BBaBrN2O6P2SSi at a distorted geometry.

Results
Net charge: -1
ΔE to the lowest compared entry with this formula, charge and spin, kcal/mol: 339.35
Max |F|, Eh/bohr: 0.1620
HOMO-LUMO gap (spin up / spin down), eV: 3.2 / 3.8

XYZ file:
```
128
Properties=species:S:1:pos:R:3:forces:R:3:mulliken_charge:R:1
Ba -11.26622 -11.93792 13.59642 0.534 0.142 0.590 1.069
C -13.91270 -14.67198 17.18749 2.170 1.020 -1.239 -2.154
C -14.84269 -14.21917 16.06447 0.892 -1.965 -0.357 2.419
C -15.92322 -15.31325 15.89950 1.444 -1.532 -2.173 -1.821
C -14.09436 -14.19878 14.67384 1.768 -1.332 5.710 -2.169
P -15.45988 -12.53307 16.39993 -1.010 1.512 -0.022 -0.042
C -16.85671 -12.50303 15.12211 -0.561 0.980 1.462 -0.681
N -16.59669 -11.64899 13.92628 0.294 -1.558 1.073 -0.168
B -15.38593 -11.38236 13.20011 0.443 -0.836 1.345 0.397
N -15.76288 -11.23072 11.83786 1.461 0.984 -0.795 0.250
C -14.98900 -10.41566 10.90900 0.494 -0.718 -0.473 -1.680
P -13.17674 -10.97106 10.82585 -0.935 0.268 0.023 -0.273
C -13.23165 -12.73940 10.22032 2.270 2.166 -1.803 2.026
C -13.66113 -13.67637 11.25612 -1.328 -3.409 1.702 -1.454
C -11.62115 -12.99932 9.89675 -6.081 -2.710 5.009 -1.546
C -14.14985 -12.79211 8.99418 -0.825 1.281 1.465 -1.612
C -11.73582 -8.43593 7.23865 0.638 1.357 4.594 0.783
C -13.08436 -8.74630 7.85692 -2.942 -3.111 1.479 -0.568
C -11.55117 -7.63516 6.23571 -0.143 1.251 -3.474 -0.791
C -10.64912 -8.13693 8.35980 0.925 -1.003 -0.791 -0.898
C -17.09222 -11.40229 11.68379 -3.492 -2.494 0.441 0.373
C -17.94211 -11.56963 10.52789 1.120 0.072 2.545 -1.009
C -19.16476 -12.20635 10.80615 0.306 -0.063 -0.388 -0.518
C -19.60269 -12.66605 12.06122 -0.415 -0.125 -2.122 -0.674
C -18.87707 -12.28981 13.17883 1.232 -0.432 -2.734 -0.744
C -17.58898 -11.83230 12.99973 -0.446 2.354 -3.310 0.293
C -16.63357 -12.19030 18.09902 -0.195 1.243 -3.824 1.479
C -16.06693 -12.95082 19.19047 3.953 1.330 1.295 -1.539
C -18.13882 -12.30862 17.82757 -1.074 0.969 -1.742 -1.886
C -16.20746 -10.71557 18.28168 -2.115 0.470 -1.413 -1.657
H -13.20072 -15.47918 17.14938 -0.192 -1.353 -1.696 0.491
H -13.12269 -13.97072 17.39422 -0.176 1.372 0.367 0.608
H -14.35717 -14.93957 18.06182 -1.844 -0.133 2.554 0.583
H -16.65789 -15.32977 16.63987 -1.457 0.488 1.154 0.379
H -16.35680 -15.38042 14.86444 0.042 0.405 1.043 0.359
H -15.45385 -16.31561 15.99684 0.099 0.475 -0.028 0.447
H -13.38824 -15.03637 14.65992 0.011 0.471 -0.621 0.336
H -14.80861 -14.05312 14.01702 -2.698 0.776 -4.145 0.608
H -14.24773 -11.54151 13.67785 -1.001 0.618 -0.521 -0.032
H -17.13951 -13.53463 14.69365 0.070 1.613 1.172 0.386
H -17.70073 -12.00358 15.83951 1.754 -1.329 -2.747 0.121
H -15.52820 -9.99898 10.03453 0.270 -1.714 -0.258 0.753
H -15.02717 -9.50910 11.40380 1.083 2.405 1.219 1.186
H -13.02463 -13.79662 12.14664 0.213 0.683 -0.128 0.285
H -14.68457 -13.46397 11.71038 1.099 -0.557 -1.046 0.063
H -13.54449 -14.79564 10.88742 -0.812 2.009 0.306 0.336
H -11.46530 -13.32373 8.98930 0.910 -1.573 -4.802 0.467
H -11.08471 -12.23269 10.19750 2.885 3.711 1.002 0.409
H -11.51544 -13.79609 10.65434 1.081 0.064 -0.797 0.367
H -15.17875 -12.55971 9.42373 0.975 -0.238 -1.123 0.272
H -13.85164 -12.10740 8.18408 -0.234 -0.093 0.448 0.282
H -14.14080 -13.77685 8.62891 -0.173 -1.440 -0.691 0.604
H -13.10168 -9.21602 9.17482 0.410 2.024 -3.943 -0.242
H -13.97628 -7.98959 7.66122 2.136 -1.221 0.630 0.186
H -13.51392 -9.73892 7.43337 0.663 1.517 0.352 0.174
H -10.97167 -11.43446 15.98558 -0.162 -0.233 -0.564 -0.368
H -10.48657 -7.27905 5.97978 -2.112 -0.363 0.202 0.208
H -12.44943 -7.31559 5.62722 1.379 -0.384 0.194 0.217
H -11.36117 -7.73663 9.17731 2.034 -0.037 -1.029 0.212
H -10.02991 -9.02336 8.76094 -1.250 1.151 -0.442 0.182
H -9.86206 -7.43642 7.79960 -1.746 -1.143 2.136 0.311
H -17.54495 -11.32142 9.54710 -0.477 0.016 0.055 0.348
H -19.83277 -12.43990 9.99494 0.088 -0.051 -0.441 0.366
H -20.42207 -13.43648 11.89746 0.665 1.461 1.365 0.238
H -19.12569 -12.51352 14.11612 -1.406 -1.133 3.553 0.815
H -15.83598 -13.94788 18.99908 -0.511 -1.976 -0.112 0.347
H -14.95134 -12.52012 19.12993 -1.949 -0.999 0.968 0.365
H -16.43797 -12.78569 20.21198 -0.150 0.051 -0.387 0.413
H -18.56708 -13.01105 17.06728 1.020 -0.130 0.729 0.302
H -18.51658 -12.63396 18.74874 -1.237 -0.111 1.447 0.582
H -18.68166 -11.34894 17.45080 1.202 -1.175 1.213 0.316
H -15.17900 -10.72855 18.45424 1.903 0.403 -0.557 0.587
H -16.55583 -10.04112 17.40597 0.836 -1.038 1.456 0.273
H -16.54109 -10.29486 19.21516 -0.982 0.160 0.429 0.506
O -7.44599 0.80490 14.79060 0.257 0.710 1.001 -0.670
H -7.58736 0.05722 14.23491 -0.177 -0.981 -0.732 0.312
H -7.40834 0.42422 15.68167 -0.104 0.184 -0.271 0.376
O -16.58500 -8.45058 9.33401 -1.858 -1.248 -1.691 -0.586
H -15.96966 -7.94839 9.79022 1.864 1.662 1.545 0.290
H -16.59214 -8.06395 8.45182 -0.142 -0.083 -0.019 0.274
O -7.12636 -2.74377 13.51677 2.120 0.826 3.422 -0.632
H -7.64949 -3.34383 13.05504 -1.456 -1.709 -1.007 0.295
H -6.93112 -3.16483 14.42904 -0.720 0.973 -2.349 0.342
Br -8.63800 -12.67880 12.14417 -0.487 0.088 0.189 -0.834
C -7.09429 -2.37330 19.48479 1.481 1.457 -1.846 -1.648
C -8.04707 -1.15578 19.53986 0.220 -0.932 1.356 1.839
C -7.47815 -0.23560 20.64406 -1.612 -1.860 -0.062 -1.922
C -8.18727 -0.31692 18.32196 -1.169 -0.009 -2.006 -1.610
O -9.32766 -1.61907 19.85003 -0.806 -0.563 1.003 -0.643
Si -10.52429 -2.59477 19.22439 -1.048 2.434 -1.095 -0.136
S -10.19851 -3.71113 17.58183 0.260 -0.029 -0.243 -0.726
O -11.03091 -3.47777 20.49763 -0.354 -0.084 0.128 0.050
C -11.86006 -4.38113 21.18471 1.051 -1.530 1.643 1.593
C -11.46762 -5.91522 20.98212 1.976 3.501 -3.848 -1.677
C -11.60546 -3.97816 22.70820 -0.274 0.018 -2.149 -1.591
C -13.31949 -4.20634 20.83824 -0.146 0.675 1.891 -1.114
O -11.63749 -1.11220 18.93829 1.988 -1.616 1.255 -0.182
C -12.73548 -0.81860 18.15415 -0.863 -0.459 0.277 1.841
C -12.35232 0.17123 17.06134 -0.167 -0.018 -0.888 -1.854
C -13.81277 -0.13538 19.06741 0.512 -1.140 -0.619 -1.834
C -13.28806 -2.10452 17.49610 0.139 -0.575 1.901 -1.243
H -6.02599 -1.95450 19.44457 -1.237 -0.898 0.018 0.416
H -7.26251 -2.99604 18.60042 -0.076 0.183 0.006 0.269
H -7.20782 -3.01473 20.32482 -0.163 -0.252 0.956 0.372
H -6.47760 -0.23346 20.36420 1.942 1.222 -0.408 0.498
H -7.46160 -0.73375 21.61121 -0.567 0.145 0.232 0.409
H -8.03159 0.67556 20.58994 0.066 0.838 0.481 0.464
H -7.29983 0.12514 17.90882 0.808 0.597 0.403 0.614
H -9.01678 0.43702 18.43087 0.955 -0.667 0.100 0.241
H -8.49626 -0.98122 17.50967 -0.396 -0.098 -0.040 0.319
H -11.81331 -6.50269 21.73763 -1.046 -1.664 2.067 0.557
H -10.35360 -5.90536 20.90782 -0.724 -0.390 0.287 0.325
H -11.82395 -6.22976 19.95831 0.248 0.105 1.135 0.318
H -12.26083 -3.13172 22.84872 -0.354 0.104 0.752 0.442
H -10.60561 -3.60082 22.80539 0.600 0.069 -0.144 0.320
H -11.70231 -4.80282 23.37790 -0.643 -0.447 0.653 0.366
H -13.52785 -4.46151 19.83369 -0.349 -0.748 -0.961 0.361
H -13.38912 -3.13241 20.88164 -0.834 0.645 0.128 0.136
H -14.01680 -4.67760 21.61601 0.970 0.505 -1.257 0.269
H -11.43933 -0.10036 16.55885 0.508 -0.550 -0.047 0.388
H -12.17674 1.16996 17.41285 -0.064 0.582 0.552 0.423
H -13.09342 0.23660 16.25217 -0.196 -0.041 0.311 0.355
H -13.39569 0.70666 19.56355 0.505 0.945 0.217 0.406
H -14.07199 -0.81722 19.85644 -0.281 -0.566 0.363 0.385
H -14.71543 0.14915 18.54003 -0.173 0.095 -0.289 0.407
H -12.69256 -2.28164 16.62796 -0.118 -0.302 -0.918 0.441
H -14.35607 -1.98344 17.38227 -0.340 -0.102 -0.762 0.433
H -13.13322 -3.03722 18.13896 -0.165 1.438 -0.607 -0.099
```
Positions in Å, forces in eV/Å.